1.
This record from OMol25 describes a molecular structure, C16H29Cl2N2OP2PbSe. The level of theory is the ωB97M-V functional and the def2-TZVPD basis.

Computed properties:
Charge: +3

Cartesian coordinates (Å):
C: -0.57755 3.33786 -0.12133
C: -0.04825 2.61835 0.95572
H: -0.28730 4.40223 -0.04029
H: -1.67868 3.23345 -0.11329
H: -0.21080 2.92103 -1.07293
O: 0.43984 2.28488 1.96783
Cl: -1.76657 0.64462 -1.94769
Pb: -0.10039 -0.61847 -0.33492
P: -2.20861 -0.51389 1.47644
C: -1.73836 -0.88152 3.19570
C: -3.33140 0.91337 1.44750
H: -4.27802 0.67657 1.96221
H: -4.10345 -2.06189 1.26808
H: -3.52409 1.16948 0.39388
H: -3.21564 -1.81298 -0.27070
H: -1.11095 -0.05982 3.57651
H: -2.83781 1.76744 1.93698
C: -3.11056 -1.95578 0.81461
H: -2.62988 -0.99223 3.83438
H: -2.51267 -2.86255 0.97596
H: -1.13612 -1.80292 3.23793
P: 2.10095 0.32273 -1.78783
C: 3.72006 0.06476 -0.99289
C: 1.93048 -0.89259 -3.14193
H: 1.11542 2.13418 -3.02593
H: 2.91777 2.10368 -3.24115
H: 2.18234 2.72591 -1.70356
C: 2.08620 1.98920 -2.52087
H: 0.86857 -0.95379 -3.42454
H: 2.52213 -0.57722 -4.00951
H: 4.55256 0.21681 -1.69381
H: 3.77164 -0.94637 -0.56349
H: 2.24372 -1.88782 -2.79762
H: 3.81124 0.76114 -0.14631
Cl: -0.29452 -3.14523 -0.90646
C: 2.71784 -3.67364 0.50394
N: 2.12198 -3.58743 1.82659
C: 1.85298 -2.43221 2.51237
Se: 2.18906 -0.72608 1.93947
N: 1.32449 -2.84126 3.71460
C: 1.28995 -4.22327 3.80881
C: 1.17203 -5.03424 4.92879
C: 1.53299 -6.37647 4.78708
C: 2.04175 -6.85988 3.55829
C: 2.20752 -6.01559 2.45387
C: 1.79778 -4.70217 2.60956
H: 3.76520 -4.01158 0.56058
H: 2.66866 -2.67837 0.03365
H: 2.11019 -4.38648 -0.06711
H: 1.00354 -2.22753 4.46163
H: 0.84003 -4.60993 5.87706
H: 1.45096 -7.07155 5.63173
H: 2.33120 -7.91196 3.46709
H: 2.64936 -6.33552 1.51513

2.
This record from OMol25 describes C4H8OS2 in the gas phase. The level of theory is the ωB97M-V functional and the def2-TZVPD basis.

Computed properties:
Energy relative to the best compared isomer or geometry (same formula, charge and spin) in kcal per mole: 103.7
Charge: 0

Cartesian coordinates (Å):
C: -1.09294 2.02437 -1.34123
C: 1.63586 -1.47950 0.12576
C: 0.83748 -0.85418 1.26249
C: -0.46657 -0.46073 0.68243
O: -1.67509 3.23781 -1.16634
S: -0.34585 1.13346 0.06831
S: -1.55408 -1.62762 0.11857
H: -1.72371 1.42301 -1.99361
H: 2.58845 -1.59028 0.39138
H: 1.70849 -0.85860 -0.76545
H: 1.30206 -2.52472 -0.20592
H: 1.43499 0.04340 1.71459
H: 0.72606 -1.60078 1.94886
H: -1.11909 3.80750 -0.59722
H: -2.25607 -0.67315 -0.24263

3.
This record from OMol25 describes 2 unconnected molecules or ions with the total composition C4H7ClFN2. The level of theory is the ωB97M-V functional and the def2-TZVPD basis.

Computed properties:
Energy relative to the best compared isomer or geometry (same formula, charge and spin) in kcal per mole: 12.9
Charge: -1

Cartesian coordinates (Å):
C: -0.74679 -0.01070 0.98622
H: -2.40841 0.73921 -0.18423
Cl: -2.02812 -1.66924 1.23546
C: -1.30864 0.67747 -0.27927
H: 0.08920 -0.66856 0.68678
C: -0.91817 0.76128 2.27528
H: -0.28838 1.66212 2.27524
H: -1.94038 1.15217 2.39239
H: -0.62364 0.14918 3.13778
N: -0.98060 0.03575 -1.53021
H: -1.55411 -0.80059 -1.61084
H: 0.01996 -0.27023 -1.45270
C: -0.88680 2.09261 -0.31883
N: -0.61022 3.21409 -0.30255
F: 1.66767 0.75116 0.80930

4.
This record from OMol25 describes C7H3Cl2NO in the gas phase. The level of theory is the ωB97M-V functional and the def2-TZVPD basis.

Computed properties:
SMILES: N#C/C=C1\C=CC(=O)C1(Cl)Cl
Energy relative to the best compared isomer or geometry (same formula, charge and spin) in kcal per mole: 56.0
Charge: 0

Cartesian coordinates (Å):
N: 0.55827 0.12439 -3.52637
C: 0.58262 0.72675 -2.60568
C: 0.54698 1.37683 -1.40373
C: -0.15046 0.90193 -0.28387
C: -1.01852 -0.21067 -0.39322
C: -1.62016 -0.20951 0.78095
C: -1.26078 0.78026 1.79431
O: -1.54474 0.83111 2.95923
C: -0.31339 1.57105 0.99796
Cl: 1.28659 1.53650 1.86606
Cl: -0.63740 3.30737 0.17023
H: 1.27854 2.24516 -1.32230
H: -1.18227 -1.03461 -1.12530
H: -2.28062 -1.09411 0.95329

5.
This record from OMol25 describes 7 unconnected molecules or ions with the total composition C14H39IO9S7. The level of theory is the ωB97M-V functional and the def2-TZVPD basis.

Computed properties:
Charge: 0

Cartesian coordinates (Å):
C: 0.00544 0.55862 -2.06141
C: 1.32168 0.09701 -2.16122
O: 1.60335 -0.95488 -2.97880
S: 2.93772 -1.88400 -2.51256
O: 2.60510 -3.19100 -3.06801
O: 2.85486 -2.07499 -0.87141
I: 3.47883 -3.97059 -0.41818
H: -0.29366 1.45408 -2.59400
H: -0.68752 0.04286 -1.39940
H: 2.11141 0.56188 -1.56502
C: -0.41660 3.87565 -4.87158
S: 1.34047 4.17564 -4.62471
O: 1.52065 4.60961 -3.21072
C: 1.41376 5.65545 -5.64583
H: -0.69760 3.00579 -4.28238
H: -0.98756 4.74337 -4.53953
H: -0.60366 3.67652 -5.92680
H: 0.71787 6.40059 -5.25945
H: 1.16354 5.39725 -6.67481
H: 2.42941 6.04340 -5.60361
C: -0.60304 2.78515 1.36155
S: -2.36781 2.43889 1.44067
O: -2.66605 1.45106 0.36800
C: -2.89724 4.05461 0.85405
H: -0.06948 1.88394 1.65653
H: -0.32827 3.05581 0.34090
H: -0.36242 3.59508 2.05136
H: -2.46931 4.25287 -0.12859
H: -2.58162 4.81824 1.56595
H: -3.98259 4.05308 0.78293
C: 0.61084 -7.39346 3.48047
S: 0.77164 -6.84661 1.77240
O: 2.23541 -6.75403 1.48205
C: 0.20842 -5.16972 2.07215
H: 0.96756 -8.41987 3.54263
H: 1.21184 -6.75471 4.12888
H: -0.43860 -7.35190 3.77159
H: 0.85162 -4.69357 2.81346
H: -0.82116 -5.19343 2.41207
H: 0.26650 -4.62334 1.13418
C: 5.02805 -2.92489 3.02257
S: 3.61993 -3.90124 3.57595
O: 2.41513 -3.03024 3.48266
C: 4.10697 -3.92693 5.30982
H: 4.91524 -2.74084 1.95880
H: 5.04856 -1.97657 3.56059
H: 5.94640 -3.48480 3.20157
H: 4.19368 -2.90635 5.68288
H: 5.05717 -4.45157 5.41001
H: 3.33756 -4.45697 5.86773
C: -1.65362 8.68925 -1.92464
S: -1.42422 6.90699 -2.03050
O: -2.77483 6.28315 -1.96367
C: -0.66787 6.72758 -0.40965
H: -2.15259 9.01862 -2.83359
H: -2.27083 8.92980 -1.05882
H: -0.68043 9.17388 -1.84507
H: -1.34701 7.10219 0.35724
H: 0.27119 7.27987 -0.38564
H: -0.46947 5.67185 -0.23872
C: -4.60343 -5.29048 1.61502
S: -3.60045 -5.88658 0.24486
O: -2.19261 -5.94678 0.72972
C: -3.74517 -4.39835 -0.75420
H: -4.61185 -6.05908 2.38522
H: -4.17072 -4.37305 2.01452
H: -5.62054 -5.11146 1.26682
H: -3.36951 -3.54188 -0.19432
H: -4.78939 -4.24709 -1.02756
H: -3.14905 -4.53844 -1.65339

no.,largest force on an atom (eV/A),total energy (hartree)
1,7.2,-5008.21097
2,4.4,-1028.65786
3,1.6,-826.20525
4,7.5,-1318.80237
5,3.2,-4318.58311